Entry 1:
A 2-piece molecular cluster, C4H8O3 overall at a distorted geometry. Source: OMol25; level of theory: wB97M-V/def2-TZVPD.

Cartesian coordinates (Å):
O: 0.4561 -1.0109 -1.0276
C: -0.5014 -0.5780 -0.4605
C: -0.4386 0.1006 0.9102
C: 0.8926 0.7177 1.2896
C: 0.8894 2.2060 0.9710
O: 1.8583 2.9061 1.0466
H: -1.5505 -0.7533 -0.7933
H: -1.2450 0.8612 1.1139
H: -0.8337 -0.7557 1.4946
H: 1.7293 0.3707 0.6832
H: 1.3543 0.5749 2.2971
H: -0.1211 2.6488 0.7742
O: -1.1361 -2.2614 -2.8719
H: -0.2991 -2.2071 -3.3342
H: -1.0544 -2.8194 -2.0930

Cartesian forces, eV/Å:
O 0.4 0.1 -0.1
C -0.7 0.7 0.9
C -0.9 -0.1 0.5
C 1.1 0.3 -0.1
C -0.4 0.1 1.1
O 0.1 0.0 -0.3
H 0.4 0.0 -0.3
H 0.5 -0.7 -0.8
H 0.7 0.3 0.4
H -0.2 -0.5 -0.4
H -1.1 0.1 -0.4
H 0.3 -0.1 -0.3
O -1.0 0.0 -0.3
H 0.3 -0.2 0.4
H 0.5 0.0 -0.3

Calculated values
frontier orbital gap: 0.39247 Ha
net charge: 0
2S+1: 1
SMILES string: O=CCCC=O.O
HOMO level: -10.0 eV


Entry 2:
A 2-piece molecular cluster, C4H8O3 overall at a distorted geometry. Source: OMol25; level of theory: wB97M-V/def2-TZVPD.

Cartesian coordinates (Å):
C: 0.5751 1.3490 0.0200
C: 0.9070 -0.0952 0.0004
O: 1.3707 -0.7653 -1.2053
C: 0.8321 -0.8582 1.1117
O: 1.0503 -2.1761 1.0940
H: -0.1500 1.6766 -0.7336
H: 1.4484 1.9903 -0.0258
H: 0.1848 1.4721 0.9357
H: 1.6335 -0.0849 -1.8310
H: 0.2915 -0.5017 1.9005
H: 1.0902 -2.3818 0.1559
C: -2.3629 0.0624 -0.4115
O: -1.7706 -0.9437 -0.6678
H: -3.2353 0.2481 0.3027
H: -1.8647 1.0084 -0.6459

Cartesian forces, eV/Å:
C 1.3 -0.6 -3.0
C 1.1 -1.6 -0.6
O -0.7 1.2 1.8
C 0.1 0.7 -3.5
O 0.2 -0.8 0.1
H 0.3 -0.1 0.0
H 0.3 0.1 -0.3
H -1.7 0.9 3.4
H 0.0 0.0 0.0
H -0.8 0.9 2.4
H 0.3 -0.6 -0.2
C 0.6 1.1 1.5
O -1.1 -0.6 -0.1
H 0.3 -1.1 -0.9
H -0.4 0.4 -0.6

Calculated values
frontier orbital gap: 0.31939 Ha
net charge: 0
2S+1: 1
SMILES string: C/C(O)=C/O.C=O
HOMO level: -8.0 eV


Entry 3:
A single C4H8O3 molecule. Source: OMol25; level of theory: wB97M-V/def2-TZVPD.

Cartesian coordinates (Å):
C: -1.2534 1.1068 -0.8860
C: -0.4959 0.4731 0.2655
O: -1.3497 0.4809 1.3939
C: -0.0670 -0.9706 -0.0424
O: 1.2216 -1.0186 -0.6791
C: 2.2553 -0.8146 0.1422
O: 2.1795 -0.5891 1.3240
H: -2.1678 0.5397 -1.0930
H: -0.6355 1.1191 -1.7902
H: -1.5344 2.1330 -0.6337
H: 0.4108 1.0597 0.4696
H: -0.8028 0.2749 2.1642
H: -0.7507 -1.4533 -0.7450
H: -0.0295 -1.5522 0.8829
H: 3.1955 -0.8848 -0.4227

Cartesian forces, eV/Å:
C 0.0 0.0 0.0
C 0.1 0.0 -0.3
O 0.1 0.0 0.3
C -0.2 0.0 0.1
O 0.1 0.1 0.1
C 0.1 0.1 0.3
O 0.0 -0.1 -0.5
H 0.1 0.1 0.0
H -0.1 0.0 0.1
H 0.1 -0.1 -0.1
H -0.1 -0.1 0.0
H -0.2 0.0 -0.1
H 0.1 0.1 0.1
H 0.0 0.1 -0.1
H -0.1 0.0 0.1

Calculated values
frontier orbital gap: 0.41618 Ha
net charge: 0
2S+1: 1
SMILES string: C[C@@H](O)COC=O
HOMO level: -10.5 eV


Entry 4:
A single C4H8O3 molecule. Source: OMol25; level of theory: wB97M-V/def2-TZVPD.

Cartesian coordinates (Å):
C: -1.5068 1.9673 0.9172
O: -1.2672 0.7582 0.1873
C: -0.0078 0.3204 0.2291
O: 0.9125 0.9437 0.7130
C: 0.1619 -1.1098 -0.2685
C: 1.1282 -1.2173 -1.4399
O: 0.6379 -1.8368 0.8489
H: -1.3622 1.7798 1.9857
H: -2.5445 2.2329 0.7179
H: -0.8288 2.7622 0.5988
H: -0.8155 -1.5279 -0.5234
H: 0.7297 -0.7543 -2.3488
H: 1.3173 -2.2771 -1.6350
H: 2.0790 -0.7343 -1.1898
H: 1.3664 -1.3070 1.2074

Cartesian forces, eV/Å:
C -0.1 0.2 0.1
O 0.1 -0.1 0.0
C 0.3 0.1 0.2
O -0.4 -0.2 -0.2
C -0.1 0.0 -0.2
C 0.0 0.0 0.0
O 0.2 0.0 0.1
H 0.0 0.1 -0.2
H 0.2 0.0 0.0
H -0.1 -0.1 0.0
H 0.1 0.1 0.0
H 0.0 0.0 0.1
H -0.1 0.2 0.0
H -0.1 0.0 0.0
H 0.0 -0.2 0.0

Calculated values
frontier orbital gap: 0.41523 Ha
net charge: 0
2S+1: 1
SMILES string: COC(=O)[C@@H](C)O
HOMO level: -10.4 eV


Entry 5:
A single C4H8O3 molecule. Source: OMol25; level of theory: wB97M-V/def2-TZVPD.

Cartesian coordinates (Å):
C: 2.0643 0.1998 0.1836
O: 0.9990 -0.0913 1.0925
C: 0.0012 -0.9024 0.6562
O: 0.0853 -2.1015 0.5674
C: -1.2557 -0.1304 0.2970
C: -0.8702 0.9653 -0.6955
O: -2.2262 -0.9887 -0.2352
H: 2.8148 -0.5919 0.1892
H: 2.4936 1.1419 0.5309
H: 1.6995 0.3479 -0.8396
H: -1.6252 0.3376 1.2237
H: -0.0420 1.5488 -0.2896
H: -1.7014 1.6436 -0.8849
H: -0.5651 0.5095 -1.6439
H: -1.8720 -1.8884 -0.1516

Cartesian forces, eV/Å:
C 0.3 0.0 -0.1
O -0.1 0.0 0.1
C -0.1 -0.5 -0.1
O 0.1 0.7 0.0
C 0.2 0.2 0.1
C 0.0 0.1 -0.1
O 0.0 -0.2 0.0
H -0.1 0.0 0.1
H 0.1 -0.2 0.0
H 0.0 -0.1 0.2
H 0.1 -0.1 -0.1
H -0.2 0.1 -0.1
H -0.1 -0.1 0.0
H -0.1 0.1 0.1
H -0.1 0.1 0.0

Calculated values
frontier orbital gap: 0.41578 Ha
net charge: 0
2S+1: 1
SMILES string: COC(=O)[C@@H](C)O
HOMO level: -10.6 eV


Entry 6:
C4H8O3 as an isolated structure. Source: OMol25; level of theory: wB97M-V/def2-TZVPD.

Cartesian coordinates (Å):
C: 0.1206 -1.3846 -0.9549
C: -0.3649 0.0442 -0.8238
O: -1.7588 0.0552 -0.6563
C: 0.1514 0.7931 0.4196
O: -0.4223 1.9816 0.6233
C: 0.3408 -0.0113 1.7016
O: 1.4088 -0.2504 2.2042
H: -0.2943 -1.8333 -1.8614
H: 1.2144 -1.4220 -1.0149
H: -0.2048 -1.9864 -0.0997
H: -0.0612 0.6365 -1.7032
H: -1.9704 0.9696 -0.3901
H: 1.4804 0.9564 0.1140
H: 0.9886 1.7423 0.2836
H: -0.6282 -0.2908 2.1581

Cartesian forces, eV/Å:
C 0.0 0.0 0.0
C 0.2 -0.1 -0.1
O -0.1 0.2 0.0
C 0.1 -0.1 -0.1
O -0.1 0.1 0.0
C 0.3 -0.1 0.2
O -0.5 0.1 -0.3
H 0.1 0.1 0.1
H -0.2 0.0 0.0
H 0.0 0.1 -0.1
H -0.1 -0.1 0.1
H -0.1 -0.2 0.0
H 0.0 -0.1 0.0
H 0.2 0.1 0.0
H 0.1 0.0 0.0

Calculated values
frontier orbital gap: 0.36521 Ha
net charge: 0
2S+1: 1
HOMO level: -9.6 eV


Entry 7:
A 2-piece molecular cluster, C4H8O3 overall. Source: OMol25; level of theory: wB97M-V/def2-TZVPD.

Cartesian coordinates (Å):
C: 1.3703 1.5362 0.4406
C: 1.1474 0.3511 -0.1231
C: 0.0838 0.1470 -1.1633
O: -0.3862 -1.2102 -1.2414
C: -1.5703 -1.4863 -0.6978
O: -2.2659 -0.7227 -0.0729
H: 2.2066 1.6964 1.1147
H: 0.7254 2.3903 0.2411
H: 1.7770 -0.5082 0.0974
H: 0.5226 0.3347 -2.1465
H: -0.7655 0.8183 -1.0102
H: -1.8436 -2.5259 -0.9259
O: -0.2694 -0.5714 2.0243
H: 0.2160 0.2578 1.9185
H: -1.0993 -0.4048 1.5547

Cartesian forces, eV/Å:
C 0.1 -0.1 -0.2
C 0.2 0.3 -0.1
C 0.1 0.2 -0.1
O -0.1 -0.1 0.1
C -0.3 0.2 0.1
O 0.3 -0.3 -0.3
H -0.1 0.0 -0.1
H 0.1 -0.1 0.0
H -0.1 0.1 -0.1
H -0.1 0.0 0.0
H 0.1 -0.1 0.0
H 0.1 0.1 0.1
O -0.2 0.1 0.2
H -0.1 -0.3 0.1
H 0.0 -0.1 0.1

Calculated values
frontier orbital gap: 0.40348 Ha
net charge: 0
2S+1: 1
SMILES string: C=CCOC=O.O
HOMO level: -10.1 eV


Entry 8:
C4H8O3Pt as an isolated structure at a distorted geometry. Source: OMol25; level of theory: wB97M-V/def2-TZVPD.

Cartesian coordinates (Å):
H: -1.9118 -0.4849 1.8615
C: -0.7807 1.2076 1.1221
H: 0.1012 1.0845 1.7592
H: -0.9140 2.2666 0.8841
C: -2.0230 0.5979 1.7242
H: -2.8990 0.7922 1.0926
H: -2.1862 1.0591 2.7073
O: -0.4892 0.6135 -0.1806
C: 0.5783 -0.1013 -0.3841
O: 1.1119 0.0063 -1.5017
Pt: 0.3970 1.0306 -2.5627
O: 0.9659 -0.8840 0.5540
C: 1.4658 -2.1925 0.2155
H: 0.7934 -2.6591 -0.5113
H: 2.4783 -2.1007 -0.1903
H: 1.4698 -2.7469 1.1559

Cartesian forces, eV/Å:
H 0.0 0.3 0.1
C -0.7 0.8 2.0
H -0.1 -0.1 -0.2
H 0.0 -0.2 0.1
C -0.1 -0.2 -0.2
H 0.2 0.0 0.2
H 0.0 -0.1 -0.3
O 1.8 -0.3 -2.1
C -3.0 -1.3 7.1
O 7.1 -7.9 4.2
Pt -5.5 8.5 -9.4
O -0.9 1.8 -1.3
C 1.3 -1.5 -0.4
H 0.1 0.1 0.2
H -0.2 -0.1 0.2
H 0.0 0.2 -0.2

Calculated values
frontier orbital gap (spin up / spin down): 0.32927 / 0.22906 Ha
net charge: +2
2S+1: 3
HOMO level (spin up / spin down): -20.0 / -20.0 eV


Entry 9:
C4H8O4 as an isolated structure at a distorted geometry. Source: OMol25; level of theory: wB97M-V/def2-TZVPD.

Cartesian coordinates (Å):
C: -1.4149 0.1340 -1.1098
C: 0.5019 -0.5200 0.5213
C: -0.4020 0.6830 0.8820
C: 1.9734 -0.1777 0.7172
O: 0.1913 -0.8600 -0.8004
O: -1.6410 0.4483 0.1771
O: -2.3999 -0.5482 -1.6694
O: -0.7059 0.8945 -1.9002
H: -2.8880 -1.0215 -0.9800
H: 0.1597 0.2331 -1.7727
H: 0.2340 -1.3629 1.1748
H: 0.0291 1.6255 0.5359
H: -0.6611 0.7549 1.9354
H: 2.1753 0.1230 1.7487
H: 2.2598 0.6410 0.0535
H: 2.5884 -1.0468 0.4866

Cartesian forces, eV/Å:
C 0.7 -0.5 0.7
C -0.1 0.1 0.0
C -0.1 -0.1 -0.3
C -0.2 0.0 -0.1
O -0.7 0.0 0.1
O 0.1 -0.1 -0.2
O 0.2 0.0 0.2
O 0.7 -0.4 -0.4
H 0.0 0.1 0.0
H -0.7 1.0 0.1
H 0.0 0.0 0.0
H 0.0 0.0 0.0
H 0.0 0.0 0.0
H 0.0 0.0 0.0
H 0.0 0.0 0.0
H 0.0 0.0 0.0

Calculated values
frontier orbital gap: 0.37970 Ha
net charge: 0
2S+1: 1
HOMO level: -9.7 eV


Entry 10:
C4H8OS as an isolated structure at a distorted geometry. Source: OMol25; level of theory: wB97M-V/def2-TZVPD.

Cartesian coordinates (Å):
C: 0.4184 1.5101 0.2082
C: 0.2434 0.4137 -0.7331
C: 0.2904 -1.3518 0.4886
C: -0.6628 -0.6814 -0.5221
H: 0.8009 1.0880 1.2665
H: 1.2238 2.1339 -0.1476
H: -0.5017 2.3010 0.4132
H: 0.4643 0.8472 -1.6872
H: 0.0781 -1.1643 1.5376
H: 0.3947 -2.3580 0.4335
H: -0.7011 -1.5138 -1.3532
H: -1.7765 -0.3227 0.8413
O: -1.9427 -0.3162 -0.3647
S: 1.6709 -0.5858 -0.3810

Cartesian forces, eV/Å:
C -1.9 2.8 4.8
C 2.9 2.0 -2.7
C -0.8 1.0 0.7
C 1.0 -4.0 -3.1
H -1.2 1.2 -2.1
H 0.3 0.2 0.0
H 1.9 -2.2 -0.6
H -1.1 0.0 -1.2
H 0.3 0.8 0.4
H -0.2 -3.2 -0.3
H 0.6 2.0 0.7
H -2.2 0.7 -5.1
O -1.4 0.1 8.0
S 1.6 -1.3 0.5

Calculated values
frontier orbital gap: 0.34101 Ha
net charge: 0
2S+1: 1
HOMO level: -8.7 eV


Entry 11:
A 2-piece molecular cluster, C4H8OS overall at a distorted geometry. Source: OMol25; level of theory: wB97M-V/def2-TZVPD.

Cartesian coordinates (Å):
O: -2.4023 -1.0431 0.7841
C: -2.1248 -0.2050 -0.0223
C: -0.8709 0.6524 0.1242
C: 0.4607 -0.0224 -0.3543
C: 1.6628 0.2857 0.4334
S: 3.0706 -0.5141 -0.3407
H: -2.7925 0.0186 -0.8744
H: -1.0271 1.6419 -0.3038
H: -0.6710 0.7097 1.2074
H: 0.6761 0.3525 -1.3573
H: 0.3143 -1.2174 -0.4641
H: 1.8304 1.3729 0.4054
H: 1.6046 0.0179 1.5019
H: 0.2692 -2.0497 -0.7396

Cartesian forces, eV/Å:
O -0.2 -0.5 0.1
C 0.4 0.7 0.0
C 0.7 -1.2 1.1
C -2.0 4.6 -0.7
C 1.1 -2.4 0.7
S 0.0 0.2 0.3
H 0.0 -0.1 -0.1
H 0.2 -0.1 -0.2
H -0.6 0.4 -0.2
H -0.1 -1.0 -0.4
H 0.0 -0.7 0.2
H -0.2 0.0 -0.5
H -0.2 0.1 -0.3
H 0.9 0.0 0.0

Calculated values
frontier orbital gap: 0.19501 Ha
net charge: 0
2S+1: 1
HOMO level: -7.9 eV


Entry 12:
A single C4H8OS molecule at a distorted geometry. Source: OMol25; level of theory: wB97M-V/def2-TZVPD.

Cartesian coordinates (Å):
C: -1.4944 -1.0460 0.1142
C: -1.2039 0.3013 -0.4349
C: 1.2745 0.1224 0.0877
C: -0.0396 0.9581 0.1778
O: -3.9734 0.0669 -0.4968
S: -2.7981 0.2146 0.3876
H: -1.7717 -1.7875 -0.5628
H: -0.9586 -1.3328 1.0128
H: -1.2096 0.5343 -1.5529
H: 1.0331 -0.8437 0.3839
H: 2.1648 0.6501 0.4998
H: 1.5214 -0.0836 -0.9573
H: 0.2066 1.8099 -0.4249
H: -0.1588 1.1811 1.3208

Cartesian forces, eV/Å:
C -0.4 1.0 0.5
C 0.5 -0.1 -2.0
C -0.3 1.5 -1.6
C 2.0 0.7 2.3
O 0.4 0.0 -0.2
S -0.2 0.0 0.7
H -0.5 -1.3 -0.8
H -0.1 -0.1 -0.1
H -0.5 -0.9 1.5
H 0.4 -1.8 1.6
H -0.9 -0.7 0.2
H 0.0 0.5 -0.3
H -0.3 1.2 0.4
H -0.1 0.0 -2.1

Calculated values
frontier orbital gap: 0.38109 Ha
net charge: 0
2S+1: 1
HOMO level: -9.4 eV


Short version: energy above the lowest of the compared OMol25 structures with the same formula, charge and spin = 49.2, 79.8, 22.5, 20.0, 30.6, 124.5, 39.8, 0.0, 66.3, 87.6, 140.9, 49.1 kcal/mol, in the order given.